The following is a quantum chemistry calculation of a cluster of 8 separate species, C45H110F4N8O16S4 in total, from OMol25.

The calculation puts the orbital gap at 4.6 eV. As for the total energy: -5412.85371 Ha. The total charge is +4.

XYZ file:
```
187
Properties=species:S:1:pos:R:3:forces:R:3
H 2.7394 4.7456 4.8771 0.143 -0.659 0.031
H 5.4737 -1.7717 0.6607 0.730 0.490 -0.103
C -2.8414 -3.0795 0.9706 0.730 0.951 0.269
H -6.2422 5.0058 4.0087 0.229 -0.024 0.139
H -1.3877 5.6177 -0.5553 0.161 0.089 -0.386
H 2.2143 -1.1576 -1.4351 -0.314 -0.099 -0.205
H -5.2739 2.2353 0.2539 -0.367 0.187 0.417
H -0.7520 -7.2232 -1.7750 0.530 -0.207 -0.059
H 4.0635 0.2502 2.2993 -0.517 0.296 0.417
H -3.1775 -5.2468 1.1202 0.033 0.311 -0.846
H 0.0810 2.5827 -4.8144 0.584 0.074 0.493
N 3.8398 -0.0026 -2.1483 1.080 -2.849 1.460
H -1.2898 -4.1687 -1.5136 0.156 0.066 -0.176
C 2.8724 -1.2412 -2.3000 0.978 0.649 0.611
O 0.1942 1.6982 0.1226 -0.266 -1.577 -0.246
H -0.6882 3.0482 4.0164 0.284 0.571 0.131
N -6.2611 6.1112 2.2429 1.856 -0.018 0.526
H 2.2954 -7.6654 -2.0822 0.073 -0.071 -0.301
C -0.1782 3.4899 -2.8238 -0.311 -0.088 0.680
H -4.2749 1.8237 1.6978 0.020 0.028 -0.101
H -3.6442 2.1685 -4.3384 0.082 0.257 -0.199
C -1.8378 2.8702 -6.4709 2.208 -0.790 1.790
H 4.9217 2.5114 -2.2534 -0.014 0.029 -0.029
H -2.6210 4.9495 -3.7955 0.282 0.182 -0.336
H 0.8567 3.7593 -2.6130 0.500 -0.311 -0.480
H -4.9667 7.8823 2.0535 0.454 -0.643 0.056
C -2.6397 2.2637 -3.9258 0.821 0.231 -1.612
H 2.7576 0.8650 6.6157 -0.614 -0.223 -0.023
H -0.6323 -5.9356 -0.6304 0.068 0.127 -0.044
C -1.1583 -4.9434 2.7635 -0.076 -0.024 0.009
H 4.7152 1.2785 5.3618 0.310 -0.032 -0.226
C -0.5197 -8.1113 -5.5946 0.191 -0.927 -0.312
H -2.7285 2.7680 -2.9636 0.377 0.100 -0.124
H 5.0916 -4.2927 -0.9547 0.008 0.125 0.418
S 3.4250 -2.7572 3.4674 0.259 3.017 2.918
C 4.9138 -0.1109 -3.3025 -1.186 2.190 0.967
O -4.2866 -0.2891 4.9693 0.740 -1.248 -1.714
N 4.0896 -4.2895 3.5769 2.375 6.751 1.150
C -4.6672 2.6248 1.0714 0.083 1.394 0.653
O 2.5738 3.1885 1.8322 0.007 -4.120 8.423
H 1.1126 4.7907 5.3744 -0.386 -0.595 -0.080
H -3.9689 -1.4194 1.1488 -0.407 0.594 0.480
O 5.6163 -2.3045 -1.3916 0.036 -0.302 -0.475
O 0.9132 -1.8525 0.6767 -1.547 2.397 0.887
H -0.2660 -5.4824 -3.5516 -0.489 0.136 0.330
H -4.8439 1.7041 4.8822 0.440 0.242 -0.637
F 3.5244 -6.4171 3.3424 -0.223 0.372 -0.513
C 4.5759 -0.3159 -0.7323 0.407 0.897 -0.065
H -4.8887 7.4979 -0.6586 -0.541 -0.126 -0.106
S 2.8587 -4.9395 3.1296 -5.869 -11.359 -1.790
C 0.8765 -7.9804 -3.7136 0.162 0.719 -0.579
H -3.4524 1.2243 5.9680 -0.063 0.629 0.091
H -4.2561 3.6543 3.5809 -0.257 -0.141 0.576
H 6.1150 -4.0417 -2.3512 -0.176 0.286 -0.199
C 2.7576 1.6880 5.9011 1.236 -0.093 1.372
H -0.7496 -3.0661 -2.8272 -0.622 -0.214 -0.179
N -0.9962 -0.1518 1.4134 2.955 -0.308 -1.229
C 4.8170 3.2702 3.9331 0.453 1.322 -0.689
H -0.9619 -5.7047 2.0086 -0.426 0.088 -0.640
C 0.5537 -7.5844 0.0592 -0.586 -0.614 -1.528
C -4.6132 4.2882 2.7693 0.820 0.372 1.388
S -0.6781 0.5406 0.0226 -2.066 3.492 -4.198
H 2.7267 -4.4745 -1.6025 -0.241 -0.493 -0.698
H 3.6794 0.1549 4.6305 -0.647 0.172 -0.304
C -4.9676 6.7022 0.0821 -0.407 -1.639 1.846
H -4.2433 0.2899 3.0052 -0.159 0.364 -0.127
O 2.5948 -4.9605 1.6926 -0.055 0.857 0.762
H 2.7519 1.4909 -3.1031 -0.210 0.285 0.108
O -2.5444 -4.5581 2.8976 0.043 0.095 -0.014
H 5.8631 2.9643 3.9212 -0.141 -0.357 0.197
H -2.3918 -1.0306 1.4432 0.694 0.106 -0.727
H -2.8713 2.6935 -6.7688 0.064 0.524 0.094
C 3.0603 1.3830 -2.0632 1.936 -0.621 -0.559
H 4.4473 0.3366 -4.1801 -0.126 -0.565 -0.188
H -0.3303 2.5108 -2.3696 -0.399 0.035 0.354
C 4.9641 -1.7562 -0.3028 -2.070 0.991 -0.626
H -1.7536 -3.0994 0.9057 -0.018 -0.001 -0.647
H 1.2355 1.0037 4.8611 -0.897 -0.045 -0.254
H -4.2147 -2.2527 3.1974 0.175 -0.035 1.253
C 5.9109 -3.6865 -1.3411 0.697 -0.430 -0.340
H 0.1467 -3.0711 -1.4408 0.389 -0.652 0.444
H 1.0622 -8.4403 -0.3847 0.583 0.124 0.177
O -0.6503 -0.2213 -1.2425 0.176 0.876 2.881
H -2.1851 0.2807 -4.7551 0.115 0.205 -0.089
H -0.8289 3.2291 -8.3194 0.276 -0.289 0.162
H -0.0051 4.1321 -7.0204 -0.267 -0.210 0.203
C -2.5568 4.6350 -4.8372 -0.244 -0.548 -0.476
H -0.7907 -5.4563 3.6523 -0.467 0.532 0.366
H -7.1449 6.4487 2.5965 -0.225 0.061 0.270
C 1.4462 1.9690 5.3216 -0.013 -0.761 -1.901
H 3.8929 0.0949 0.0113 0.035 0.044 -0.011
C -0.4328 -3.7634 -2.0516 1.327 -0.668 -2.008
H -4.8910 6.1885 3.8773 -0.007 -0.244 0.072
H -3.9205 4.8991 -1.2709 0.416 -0.052 -0.654
H 2.8642 -1.2827 -4.5001 0.454 0.171 0.340
C 1.7370 4.4914 4.5326 0.541 0.157 -0.238
C 0.3815 -4.9074 -2.8896 -1.312 -0.071 1.642
H -4.3332 -4.2528 1.9533 -0.055 -0.118 0.302
H -1.6296 4.5706 -7.7033 0.508 0.582 0.112
H 0.1059 4.6266 -0.5534 0.047 0.180 0.642
H 6.8576 -3.8462 -0.8249 -0.245 -0.164 0.517
H -2.4778 -2.0311 3.7474 -0.039 -0.596 -0.709
H 3.5436 3.5089 -1.9084 -0.208 -0.097 -0.037
H 3.4344 -2.1716 -2.2195 0.531 0.467 0.392
C -0.3962 3.4342 -4.3293 -0.243 0.184 -1.114
N -3.1255 -1.6995 1.6287 -0.654 -1.225 1.805
C 2.2279 -1.2388 -3.6162 -1.720 0.751 -1.617
H -0.5304 -4.0701 2.5872 0.137 -0.028 -0.021
C 0.1480 2.7920 3.3658 0.234 0.583 -0.631
C -5.6011 7.2320 1.4512 -1.376 -0.257 -1.343
H -0.2529 -8.1035 0.5770 -0.333 0.402 0.068
O -0.9318 4.5418 -2.2538 -1.564 -0.097 -0.600
H 1.1536 -7.0614 0.8040 0.040 0.185 -0.326
O 1.6801 -5.1560 3.9701 1.341 1.800 -1.079
C -4.9568 5.0515 -1.5727 -0.418 -0.655 0.555
H 0.6762 2.1721 6.0659 -0.062 0.551 -0.383
H -6.4766 7.8615 1.2923 0.182 0.190 -0.733
F -2.1163 1.2743 -0.0695 -0.066 -0.418 -0.071
C -3.2757 -4.3294 1.7006 0.216 -0.285 1.372
H -1.3317 1.9049 -6.4651 -0.266 -0.253 0.233
H -5.0842 5.7707 -2.3817 0.155 0.158 0.070
H 1.4898 -8.7756 -4.1374 0.361 -0.134 0.129
H -2.1192 5.3455 -5.5385 0.702 0.061 0.594
H 5.6634 0.6383 -3.0481 0.361 -0.526 0.175
H 2.5275 -6.5059 -3.4380 -0.085 -0.154 -0.064
H 1.4884 -4.7601 -0.3816 0.743 0.057 0.476
C 4.5474 1.1903 2.5643 1.333 0.455 -1.574
H 3.0234 2.4977 6.5805 0.873 0.448 -0.465
H 4.7459 1.7701 1.6628 -0.057 -0.081 -0.285
H 5.5439 0.9409 2.9288 -0.051 -0.123 0.212
H 2.1910 1.3255 -1.4081 0.157 -0.552 0.079
N 2.6167 2.6059 3.1363 -0.005 5.097 -6.831
H 1.5230 -2.0424 -3.8297 0.008 -0.306 0.704
H 4.5879 3.7117 4.9030 -0.035 -0.016 -0.197
H -1.0150 -8.8011 -4.9113 -0.373 -0.492 -0.550
H 4.7350 3.9843 3.1136 0.005 0.425 0.237
O 2.4519 -2.5155 4.5797 2.203 -0.135 -3.611
H -5.1852 0.9886 6.3335 0.261 -0.822 0.287
H -3.6512 4.6299 2.3872 -0.017 0.516 -0.854
H 1.1194 -4.5595 -3.6124 0.392 0.409 0.606
O 3.2355 -2.2393 2.1046 0.031 -0.769 2.384
N 1.0245 -5.9488 -1.9625 1.212 -1.058 -1.915
H 1.6106 -0.3435 -3.6905 -0.101 0.168 -0.341
N -1.8252 3.2918 -4.9104 -1.415 0.536 0.868
H 0.0938 -8.4771 -3.1402 0.100 -0.048 0.375
H 5.5178 0.2327 -0.7294 -0.277 0.503 -0.327
C -0.0517 -6.7283 -1.1022 1.039 1.625 1.319
H -3.3859 -2.9196 0.0399 0.583 -0.668 -0.376
C -5.4628 5.4144 3.3655 -0.572 0.321 -0.759
C -0.9442 4.6645 -0.8431 1.028 -0.165 -0.010
H -3.5499 4.5524 -5.2787 -0.211 -0.620 0.337
H -0.9262 0.8904 -3.6328 0.056 0.203 -0.371
O 0.2508 -7.2825 -4.7917 0.987 2.020 1.681
H -3.9547 6.3813 0.3255 0.300 0.155 -0.059
O -5.3903 3.5834 1.8975 -0.895 -1.376 -1.557
H -3.8573 3.2120 0.6385 0.364 -0.339 -0.192
C -1.9907 0.8821 -3.8671 0.123 -0.032 0.266
H -1.4722 3.8859 -0.2925 -0.123 -0.412 -0.344
H 0.0726 4.3524 -4.6833 -0.452 -0.028 -0.615
H -6.4505 5.3724 1.5807 -0.346 -0.685 -0.686
C 4.0045 2.5514 -1.6659 -0.049 -0.503 -0.418
C -0.9667 3.7674 -7.3816 -2.016 0.233 -0.291
C -4.4241 0.9553 5.5539 -0.178 1.065 0.777
F 4.6779 -1.9029 3.9574 0.055 -0.425 -0.235
H 0.1919 -8.5924 -6.2656 -0.435 -0.650 -0.215
C 1.4992 2.9859 4.0902 -1.324 -0.721 1.181
C 3.9370 2.0993 3.5861 -1.151 -2.726 1.182
H 4.0112 -2.1858 0.0062 -0.118 -1.065 -0.534
H -0.0976 1.7750 3.0600 0.738 -0.104 0.083
F 0.2200 -1.5138 2.9715 -0.576 0.205 -1.005
H -1.2484 -7.5672 -6.1955 0.130 0.239 0.292
S 0.5221 -0.7748 1.5912 3.329 -4.053 3.722
H 2.6855 -6.0733 -0.6965 0.229 0.614 0.245
O 1.5546 0.1336 2.0293 -1.252 0.120 -1.136
H -2.3590 0.2994 -3.0228 -0.484 0.231 0.019
H 4.3015 2.6047 -0.6185 -0.276 -0.342 0.022
O -5.6258 5.4294 -0.3789 0.314 3.105 0.540
C 1.8032 -7.0740 -2.8543 -1.876 0.815 0.506
H 5.3176 -1.1141 -3.4389 -0.340 0.225 0.358
C -3.5874 -0.2037 3.7223 -0.916 -1.164 -0.726
C 3.7561 1.2204 4.8472 0.667 0.793 1.158
H 0.1928 3.4024 2.4638 -0.533 0.093 0.028
C 2.1213 -5.2449 -1.1249 -2.286 -1.181 0.755
H 1.5884 5.2321 3.7469 -0.370 -0.423 -0.412
H -2.6256 0.3091 3.7048 0.077 0.389 0.681
H -5.4081 4.1068 -1.8762 0.109 -0.010 -0.070
C -3.3149 -1.6382 3.1703 -1.368 0.026 -0.218
```
Positions in Å, forces in eV/Å.

These are the Mulliken partial charges, in e, on atoms 1 to 2: H 0.34; H 0.77